(1)
Here is a 8-piece molecular cluster, C18H38BF4N3O10S3 overall at a distorted geometry from OMol25. Energies are from wB97M-V/def2-TZVPD.

## Properties
- Orbital gap: 0.0547 Ha
- Relative energy (zero: lowest compared OMol25 entry of this formula, charge and spin): 165.45 kcal per mole
- E: -88270.6581 eV
- Lowest unoccupied orbital energy: -2.30 eV
- HOMO energy: -0.139 Eh

```
77
C18H38BF4N3O10S3 | OMol25 | wB97M-V/def2-TZVPD
N -2.343 -2.760 0.273
H -1.457 -2.285 0.374
H -2.533 -3.049 -0.676
H -3.060 -2.174 0.676
H -2.434 -3.592 0.839
N 1.397 4.480 5.624
H 2.141 4.852 6.196
H 0.689 5.113 5.282
H 0.906 3.880 6.270
H 1.653 3.806 4.916
N 1.134 5.880 -0.528
H 1.432 6.401 0.284
H 1.199 4.876 -0.620
H 1.492 6.340 -1.352
H 0.144 6.071 -0.599
C -3.649 0.696 5.093
C -4.946 0.393 4.873
C -6.069 0.360 5.986
O -7.334 0.387 5.698
C -5.800 0.468 7.312
C -4.435 0.646 7.718
C -3.278 0.780 6.516
O -2.110 0.906 6.785
O -4.155 0.833 8.885
O -5.230 0.052 3.656
H -2.922 0.839 4.307
H -6.553 0.513 8.085
B 1.400 1.088 -0.060
F 2.196 1.488 -1.113
F 1.780 1.666 1.141
F 0.081 1.653 -0.266
F 1.395 -0.274 0.144
C -4.330 1.137 -6.366
C -3.376 2.393 -6.174
C -4.055 3.311 -5.108
S -5.960 3.151 -5.493
O -6.287 4.321 -6.308
O -6.792 2.525 -4.439
C -5.677 1.775 -6.762
H -4.290 0.334 -5.631
H -4.056 0.469 -7.182
H -3.129 2.975 -7.062
H -2.449 1.939 -5.823
H -3.731 4.350 -5.163
H -4.026 2.945 -4.081
H -5.542 2.345 -7.681
H -6.614 1.233 -6.893
C 2.103 -4.136 -7.646
C 3.032 -3.617 -6.502
C 2.418 -3.748 -5.001
S 1.018 -4.993 -5.345
O -0.149 -4.583 -4.633
O 1.677 -6.330 -5.133
C 0.731 -4.568 -7.117
H 2.449 -5.153 -7.829
H 2.085 -3.569 -8.577
H 3.342 -2.593 -6.712
H 3.987 -4.142 -6.525
H 1.822 -2.856 -4.811
H 2.901 -4.009 -4.059
H 0.041 -3.725 -7.091
H 0.279 -5.474 -7.521
C 5.902 -2.107 4.391
C 7.039 -2.394 5.346
C 7.231 -1.173 6.192
S 5.653 -0.259 6.426
O 5.729 1.086 5.869
O 5.171 -0.461 7.837
C 4.783 -1.453 5.305
H 5.496 -2.959 3.846
H 6.231 -1.371 3.658
H 7.970 -2.743 4.898
H 6.631 -3.257 5.873
H 7.809 -0.440 5.629
H 7.779 -1.133 7.133
H 3.945 -0.973 4.799
H 4.476 -2.404 5.741
```

***

(2)
Here is C52H93Br23N2O4P as an isolated structure at a distorted geometry from OMol25. Energies are from wB97M-V/def2-TZVPD.

## Properties
- Orbital gap: 0.2210 Ha
- E: -1686863.0284 eV
- Lowest unoccupied orbital energy: -3.84 eV
- HOMO energy: -0.362 Eh
- Charge: +1

```
175
C52H93Br23N2O4P | OMol25 | wB97M-V/def2-TZVPD
C -0.550 5.244 1.953
C 0.381 4.249 1.390
N -0.136 3.308 0.637
C 0.556 2.355 0.096
O -0.111 1.444 -0.557
C -0.570 0.495 0.526
C -1.167 -0.775 0.011
C -0.478 -1.319 -1.231
C -1.367 -1.809 1.126
C -0.210 -2.045 2.102
C 1.175 -2.124 1.464
C -0.180 -1.069 3.275
C 1.874 2.317 0.273
C 2.691 1.279 -0.404
C 3.168 1.943 -1.740
C 2.564 1.378 -3.036
C 1.967 2.493 -3.891
C 0.845 3.170 -3.130
C -0.508 2.590 -3.462
C -1.651 3.364 -2.809
C -2.602 2.418 -2.106
C -3.470 3.037 -1.009
C -4.913 2.588 -1.041
C -5.074 1.106 -1.350
C -6.374 0.533 -0.858
N -6.324 -0.904 -0.965
C -6.731 -1.799 -0.072
C -6.526 -2.999 -0.502
C -5.925 -2.856 -1.769
C -5.834 -1.600 -2.003
C 2.395 3.264 1.057
C 3.863 3.189 1.305
O 4.656 4.032 0.962
O 4.248 2.016 1.923
P 3.449 1.660 3.285
O 2.189 0.981 3.055
C 1.652 4.229 1.620
Br 2.466 5.497 2.719
H -1.402 4.748 2.388
H -0.876 5.871 1.134
H -0.068 5.852 2.683
H -1.140 3.310 0.488
H 0.278 0.348 1.179
H -1.331 1.047 1.059
H -2.158 -0.511 -0.333
H -0.818 -2.330 -1.384
H -0.757 -0.757 -2.105
H 0.587 -1.334 -1.129
H -2.230 -1.491 1.693
H -1.646 -2.735 0.649
H -0.375 -3.018 2.528
H 1.150 -2.647 0.526
H 1.678 -1.171 1.396
H 1.778 -2.739 2.112
H -0.508 -0.067 3.031
H -0.752 -1.409 4.121
H 0.843 -0.986 3.608
H 3.523 0.985 0.199
H 2.060 0.440 -0.617
H 4.221 1.756 -1.799
H 2.982 3.004 -1.696
H 1.750 0.711 -2.803
H 3.304 0.790 -3.556
H 1.537 2.036 -4.771
H 2.758 3.155 -4.212
H 1.049 3.123 -2.067
H 0.798 4.215 -3.394
H -0.609 2.707 -4.530
H -0.581 1.533 -3.264
H -1.260 4.140 -2.158
H -2.215 3.880 -3.567
H -2.059 1.614 -1.644
H -3.262 2.005 -2.852
H -3.425 4.116 -1.054
H -3.086 2.775 -0.025
H -5.316 2.761 -0.051
H -5.539 3.151 -1.718
H -5.103 1.021 -2.425
H -4.252 0.492 -1.013
H -7.209 0.935 -1.408
H -6.492 0.749 0.190
H -7.180 -1.551 0.868
H -6.745 -3.928 -0.038
H -5.599 -3.617 -2.434
H -5.461 -1.079 -2.855
H 3.300 2.863 3.992
H 4.269 0.850 4.070
Br 0.857 4.504 9.240
C 2.018 4.435 7.684
C 1.430 5.186 6.522
Br -0.011 4.183 5.672
H 2.188 3.387 7.466
H 2.951 4.898 7.999
H 2.176 5.331 5.744
H 1.015 6.146 6.807
Br 0.230 8.821 2.246
C 1.357 8.671 0.663
C 0.747 9.367 -0.519
Br -0.711 8.317 -1.273
H 1.513 7.612 0.487
H 2.301 9.134 0.940
H 1.476 9.467 -1.320
H 0.343 10.343 -0.274
Br 3.877 6.283 -3.538
C 5.117 5.757 -2.137
C 4.711 6.312 -0.799
Br 5.119 8.208 -0.647
H 6.101 6.088 -2.450
H 5.090 4.668 -2.121
H 5.272 5.833 -0.003
H 3.649 6.204 -0.608
Br 2.273 -2.964 5.972
C 0.964 -1.769 6.771
C 1.035 -0.406 6.147
Br 2.567 0.614 6.792
H 1.146 -1.763 7.840
H -0.002 -2.225 6.572
H 0.167 0.191 6.418
H 1.122 -0.443 5.066
Br 4.403 -4.319 2.019
C 5.004 -4.833 3.798
C 4.766 -6.294 4.069
Br 2.894 -6.661 4.446
H 4.490 -4.186 4.500
H 6.068 -4.612 3.815
H 5.305 -6.605 4.961
H 5.049 -6.930 3.238
Br -5.139 -0.759 5.455
C -5.802 0.351 4.002
C -7.307 0.403 3.981
Br -8.089 -1.232 3.262
H -5.382 -0.050 3.084
H -5.392 1.341 4.189
H -7.652 1.195 3.321
H -7.734 0.545 4.968
Br 7.603 4.031 -5.927
C 8.358 3.832 -4.148
C 8.472 2.383 -3.763
Br 6.714 1.695 -3.291
H 7.722 4.389 -3.468
H 9.336 4.304 -4.195
H 9.085 2.263 -2.873
H 8.865 1.758 -4.556
Br -3.655 -2.906 1.814
C -4.443 -4.678 1.634
C -3.539 -5.760 2.151
Br -2.085 -6.166 0.920
H -4.692 -4.798 0.590
H -5.358 -4.637 2.222
H -4.085 -6.694 2.255
H -3.083 -5.500 3.100
Br 2.191 -5.012 -5.030
C 1.547 -6.845 -4.866
C 0.052 -6.894 -4.732
Br -0.523 -6.382 -2.944
H 2.064 -7.284 -4.019
H 1.858 -7.339 -5.781
H -0.310 -7.910 -4.870
H -0.454 -6.234 -5.427
Br -3.956 -10.481 -1.507
C -4.610 -9.782 0.184
C -5.845 -8.943 -0.004
Br -5.405 -7.191 -0.728
H -3.791 -9.229 0.633
H -4.834 -10.656 0.790
H -6.324 -8.748 0.953
H -6.564 -9.392 -0.680
Br 0.110 -6.250 -8.943
C 1.901 -6.661 -9.584
C 2.114 -8.145 -9.721
Br 2.375 -8.979 -7.985
H 2.595 -6.199 -8.890
H 1.979 -6.175 -10.553
H 3.022 -8.350 -10.281
H 1.278 -8.651 -10.191
```

***

(3)
Here is C5H6O2 as an isolated structure from OMol25. Energies are from wB97M-V/def2-TZVPD.

## Properties
- Orbital gap: 0.3926 Ha
- Relative energy (zero: lowest compared OMol25 entry of this formula, charge and spin): 64.16 kcal per mole
- E: -9374.3136 eV
- Lowest unoccupied orbital energy: 1.02 eV
- HOMO energy: -0.355 Eh

```
13
C5H6O2 | OMol25 | wB97M-V/def2-TZVPD
O 1.947 -0.765 0.867
C 0.606 -0.470 0.674
C 0.234 1.004 0.304
O 0.686 0.710 -1.053
C 0.071 -0.583 -0.784
C -1.391 -0.221 -0.576
C -1.279 0.878 0.176
H 2.347 -0.912 0.004
H 0.015 -0.931 1.467
H 0.695 1.873 0.775
H 0.366 -1.382 -1.468
H -2.258 -0.732 -0.973
H -2.039 1.531 0.586
```